A molecular structure, C30H41IN6O3P2Ti in a non-equilibrium geometry. Source: the OMol25 dataset; level of theory: ωB97M-V/def2-TZVPD.

XYZ file:
```
84
Properties=species:S:1:pos:R:3:mulliken_charge:R:1
I 3.20223 -1.58989 -0.27034 -0.49
Ti 0.43547 -1.20092 -0.20537 -0.40
P 1.38656 2.10101 0.51105 -1.65
P 1.19057 1.71065 -2.33016 -0.23
O 1.00108 0.29863 -1.95714 -0.07
O 1.39310 2.63972 -1.00295 -0.27
O 0.55263 0.86966 0.64382 0.86
N -1.63064 -0.85407 -0.11877 1.74
N -0.18885 -2.08982 -1.97177 1.28
N 2.53771 1.95138 -3.19616 0.82
N 2.93928 1.98597 0.89696 0.98
N -0.09767 2.35878 -3.07926 0.37
N 0.70352 3.26702 1.42059 0.39
C -0.75198 3.35080 1.52435 -0.61
C -0.01743 3.47765 -4.00424 -1.10
C -5.10223 -1.62137 3.27430 -0.64
C -0.06870 -3.63887 2.88285 0.54
C -1.39033 2.21653 -2.40750 -0.67
C -0.27028 -5.43013 1.25820 -0.83
C -4.32271 -0.75998 2.51732 -0.60
C 0.26165 -3.22651 0.46647 0.45
C 0.39356 -0.89430 3.35273 -0.36
C 0.30060 -2.66265 -3.06261 -1.05
C -0.15450 -3.10081 4.19840 -1.04
C 3.08102 0.85123 -3.99920 -0.78
C -0.70812 -2.84653 -4.04042 -0.92
C -3.30774 -1.24832 1.69698 0.65
C -2.25178 -1.24683 -1.18463 -0.39
C 4.07637 2.29039 0.03952 -0.96
C -1.88055 -2.34418 -3.48951 -1.17
C 3.28607 1.42069 2.20503 -0.91
C -3.87590 -3.48694 2.39489 -0.81
C 0.26865 -2.78391 1.79681 0.40
C -1.53267 -1.88153 -2.21216 -0.03
C -0.31399 -4.99817 2.55706 -0.80
C -4.87730 -2.99329 3.21862 -0.56
C 3.20925 3.23036 -3.35451 -1.23
C 1.37470 4.55892 1.52179 -1.06
C 0.49708 -1.43988 2.13387 0.68
C -2.43869 -0.25992 0.94708 -1.54
C -3.09618 -2.62062 1.63472 0.21
C -0.00750 -4.52903 0.19037 -0.28
C 0.05525 -1.77337 4.42706 -0.91
H -0.46817 -6.47361 1.04042 0.40
H 4.83586 2.80456 0.63363 0.42
H -1.19931 2.36697 1.42521 -0.06
H 2.45564 4.43253 1.49057 0.31
H -0.03940 4.44467 -3.48704 0.30
H 4.49977 1.36896 -0.36798 0.21
H 0.55335 0.16257 3.53301 0.43
H 3.17561 3.56329 -4.39544 0.40
H 2.60608 -0.08794 -3.73019 0.09
H -2.86411 -2.32272 -3.93458 0.55
H -2.31648 -3.02279 0.99908 0.09
H -0.03207 -1.36919 5.42819 0.42
H 4.25918 3.14289 -3.06261 0.35
H 4.03923 0.64752 2.06205 0.39
H -0.54708 -5.69264 3.35662 0.41
H 3.79225 2.94724 -0.77592 0.22
H -1.36554 1.38427 -1.70435 -0.24
H -3.05950 0.54925 0.54688 0.75
H -0.87284 3.44044 -4.68003 0.39
H -1.02399 3.75574 2.50000 0.37
H -5.88567 -1.22073 3.90612 0.39
H -0.05314 -4.87778 -0.83619 0.46
H 0.88019 3.41909 -4.61228 0.31
H -1.16646 4.01071 0.75403 0.26
H 1.34966 -2.91915 -3.11131 0.58
H -2.16606 2.01407 -3.14674 0.45
H 4.14853 0.75632 -3.79051 0.29
H -0.58267 -3.29937 -5.01183 0.46
H -5.48150 -3.66974 3.81042 0.40
H 1.11963 5.03091 2.47127 0.36
H 2.75197 4.00056 -2.73500 0.29
H -3.68540 -4.55198 2.33931 0.41
H -1.74302 0.19792 1.65061 -0.16
H -0.40137 -3.76119 5.02167 0.39
H -4.50241 0.30991 2.56603 0.40
H -1.64987 3.13252 -1.86483 0.25
H 3.65938 2.20065 2.87436 0.27
H 1.07673 5.23447 0.71198 0.28
H 2.43046 0.92855 2.65911 0.06
H -3.32655 -1.08093 -1.29234 0.40
H 2.93851 1.04560 -5.06552 0.27
```

strongest force on any atom: 1.4 eV/A
frontier orbital gap (alpha / beta): 7.0 / 6.4 eV
spin multiplicity: 3
⟨S²⟩: 2.01
E_HOMO (alpha / beta): -6.708 / -7.246 eV



10 unconnected molecules or ions with the total composition C28H76O10 in a non-equilibrium geometry. Source: the OMol25 dataset; level of theory: ωB97M-V/def2-TZVPD.

XYZ file:
```
114
Properties=species:S:1:pos:R:3:mulliken_charge:R:1
O 16.56171 11.08220 17.15365 -0.57
O 15.16697 12.83318 15.51728 0.01
O 10.69064 10.14518 19.22096 -0.59
O 9.83227 16.85610 13.93209 -0.57
O 12.36618 6.84494 12.41638 -0.56
O 13.15277 15.50292 8.34416 -0.57
O 8.82400 9.20016 17.32827 -0.44
O 17.13585 15.74700 17.54433 -0.57
O 18.62338 10.68642 10.98133 -0.56
O 15.17183 15.75576 15.45637 -0.39
C 8.42411 10.27148 16.51406 0.38
C 13.76326 8.51972 13.26542 -0.98
C 13.01163 8.04137 12.03066 0.71
C 17.56356 9.83366 10.67836 0.33
C 13.75631 14.26842 8.58184 0.43
C 18.57383 10.12026 17.42632 -1.63
C 11.20344 7.87140 19.31812 -1.22
C 11.76884 16.68320 15.38931 -0.77
C 14.02430 12.78798 13.45461 -0.93
C 16.33500 10.58314 11.17715 -0.36
C 13.87788 13.97328 10.12782 -0.59
C 11.81454 9.30768 19.34722 0.30
C 17.38278 9.43402 9.30131 -1.50
C 15.49908 18.12410 15.30655 -1.31
C 13.97885 12.35622 14.95408 1.24
C 15.79334 16.71761 14.67158 0.53
C 9.65537 10.81238 15.76048 -0.85
C 13.07491 13.15304 7.77575 -1.35
C 10.24078 16.50878 15.24724 0.33
C 9.75852 15.07788 15.45867 -1.19
C 11.85292 8.96512 11.72290 -1.33
C 17.69447 10.71216 16.36549 1.03
C 15.27467 16.51897 13.19751 -1.16
C 7.33253 9.74014 15.57827 -1.45
C 17.14660 14.35762 17.79611 -0.67
C 17.20698 9.79102 15.27225 -0.89
C 12.75257 9.55522 18.18363 -0.85
C 12.78542 12.96462 15.72347 -0.83
H 14.02181 13.87796 13.46207 -0.03
H 10.65250 7.61818 18.41234 0.25
H 18.11041 8.66900 9.03037 0.38
H 18.04921 9.35674 14.73359 0.50
H 7.71858 8.82132 15.13685 0.35
H 10.28024 9.94443 18.37665 0.30
H 14.13427 9.54006 13.16876 -0.28
H 9.78958 17.14847 16.00574 0.25
H 10.44135 11.14154 16.44017 0.10
H 10.13533 14.44862 14.65235 0.19
H 16.56659 10.27828 14.53701 -0.18
H 8.07603 9.04800 17.91050 0.30
H 15.32482 13.74060 15.24655 0.06
H 17.97066 9.32400 17.86253 0.36
H 19.42107 9.53982 17.06112 0.39
H 13.91198 11.27876 15.10474 -0.07
H 10.62968 7.62280 20.21092 0.35
H 13.58293 8.85784 18.29427 0.44
H 16.44083 10.61544 12.26152 -0.03
H 12.30662 9.60204 20.27421 0.38
H 12.03213 7.17114 19.42314 0.37
H 13.18493 10.55514 18.21998 0.21
H 10.20420 14.63910 16.35139 0.34
H 16.23446 11.61074 10.82782 0.09
H 15.87878 15.59292 16.08510 0.05
H 11.81774 12.72476 15.28283 -0.02
H 16.41921 9.01076 9.01761 0.32
H 6.47369 9.40860 16.16187 0.39
H 12.78315 14.05316 15.77971 -0.35
H 16.21061 18.86504 14.94207 0.41
H 15.40852 10.03936 10.99264 0.12
H 18.87536 10.78366 18.23693 0.33
H 14.73116 8.02578 13.35076 0.44
H 15.29417 15.51486 12.77383 0.13
H 14.27423 14.84034 10.65622 0.33
H 12.98814 13.53370 6.75807 0.37
H 14.50130 18.47554 15.04381 0.24
H 16.56492 8.99698 15.65352 0.26
H 12.13537 17.69102 15.19431 0.34
H 14.74538 14.47718 8.17409 0.27
H 15.99344 11.60018 16.57888 0.19
H 18.53534 11.50686 10.49069 0.37
H 12.43493 15.59356 8.97510 0.34
H 8.06451 11.11752 17.09974 0.29
H 14.58715 13.20904 10.44557 -0.21
H 13.66199 12.24938 7.61195 0.34
H 10.05628 10.10984 15.02987 0.19
H 13.04588 12.44662 13.11658 0.46
H 17.66082 8.99356 11.36602 0.31
H 12.17758 16.48474 16.38009 0.38
H 12.28153 9.50334 17.20203 0.05
H 15.61482 17.99854 16.38310 0.31
H 7.14836 10.46801 14.78810 0.37
H 11.17389 9.00341 12.57469 0.30
H 9.81597 17.80364 13.77878 0.34
H 8.67190 14.99396 15.47645 0.44
H 17.57364 10.21824 8.56872 0.32
H 12.04079 12.97738 8.07212 0.30
H 14.86641 12.31436 12.95000 0.11
H 16.86409 16.52854 14.74793 0.48
H 16.16830 13.90680 17.96277 0.31
H 17.73718 13.80580 17.06480 0.20
H 13.13249 8.46988 14.15297 0.59
H 13.69019 7.94854 11.18269 0.16
H 16.60149 16.14270 18.23678 0.28
H 12.90224 13.79782 10.58107 0.40
H 17.64513 14.09790 18.72998 0.41
H 14.23343 16.83388 13.12876 0.27
H 11.42224 8.75339 10.74423 0.38
H 9.46903 11.71884 15.18454 0.41
H 12.07345 10.02932 11.63953 0.24
H 15.83112 17.13956 12.49513 0.48
H 12.28084 15.96616 14.74758 -0.07
H 12.77573 12.67698 16.77478 0.43
H 13.05700 6.28834 12.78321 0.33
H 18.02737 11.65706 15.93600 0.18
```

strongest force on any atom: 3.4 eV/A
frontier orbital gap: 9.8 eV
structure (SMILES): CC(C)O.CC(C)O.CC(C)O.CC(C)O.CC(C)O.CC(C)O.CC(C)O.CC(C)O.CC(C)O.CO
E_HOMO: -9.371 eV



A molecular structure, C4H5Cl2OP in a non-equilibrium geometry. Source: the OMol25 dataset; level of theory: ωB97M-V/def2-TZVPD.

XYZ file:
```
13
Properties=species:S:1:pos:R:3:mulliken_charge:R:1
Cl 1.26864 0.14640 -2.65782 -0.19
Cl -2.39440 -1.78734 -0.22604 -0.14
P 0.16287 -0.95418 -0.26557 0.75
O 0.63423 -2.29193 -0.62989 -0.64
C -0.18160 -1.02297 2.68837 0.38
C -0.00501 -0.68766 1.55488 -0.97
C 1.31019 0.51913 -0.82629 -0.54
C -1.49893 -0.43886 -0.87654 -0.48
H -1.62273 0.53190 -0.29100 0.28
H -1.48000 -0.26648 -1.92930 0.40
H -0.31970 -1.04391 3.72939 0.45
H 0.91769 1.55918 -0.65690 0.33
H 2.27733 0.50571 -0.28133 0.38
```

strongest force on any atom: 3.3 eV/A
frontier orbital gap: 10.9 eV
E_HOMO: -10.402 eV



A molecular structure, C25H30BClNO13PSSi2 in a non-equilibrium geometry. Source: the OMol25 dataset; level of theory: ωB97M-V/def2-TZVPD.

XYZ file:
```
75
Properties=species:S:1:pos:R:3:mulliken_charge:R:1
Cl 3.96891 -0.44200 2.03753 -0.19
S 3.93996 -2.56376 -1.92453 -0.29
P 0.34298 -2.18113 -1.16140 1.08
Si 1.63475 -2.03223 0.62226 -0.14
Si 3.93413 -3.67684 -0.08552 0.45
O -6.05283 0.35034 4.16390 -0.55
O 1.87174 -6.37987 0.48799 -0.49
O -3.83831 -4.02790 -6.84810 -0.55
O 0.22755 -3.70274 -1.50554 -0.73
O 1.08998 -2.15822 3.47659 -0.81
O 2.51337 -3.50442 0.89129 -0.35
O 0.91752 -1.25633 -2.51526 -0.49
O -1.53000 -0.61329 -3.50764 -0.46
O -2.51758 7.81110 -0.97404 -0.56
O -2.34469 3.30473 1.78629 -0.50
O -1.27644 -1.64871 -0.91521 -0.46
O 1.96794 5.70447 0.91728 -0.57
O -0.93325 -1.40897 2.12252 0.19
N 3.98582 -5.43428 -0.57511 -0.62
C -4.10045 0.40898 2.85242 -0.19
C -2.05952 -1.39807 -4.27503 0.60
C 0.93792 6.18754 0.48270 0.40
C 2.73371 -0.43173 0.65939 0.08
C -1.70245 -2.67571 2.13709 -0.77
C 1.84904 1.43193 2.45064 -1.06
C -3.30887 -3.24500 -6.08056 0.28
C -0.24214 6.38639 1.35005 -0.27
C -0.30768 7.12932 -1.40699 -0.34
C 2.97779 -6.00004 0.02957 0.81
C -2.79955 -0.92638 -5.46458 -0.51
C 1.74924 0.86203 0.94894 -0.17
C -3.19646 2.62689 2.33322 0.24
C -4.29816 3.24775 3.09848 -0.34
C 6.72132 -2.66030 0.17239 -0.99
C -1.48794 7.32817 -0.53934 0.35
C -2.56904 -3.71682 -4.89136 -0.57
C -5.20250 1.02899 3.61780 0.17
C 5.54011 -3.43075 0.98530 -0.43
C -1.98732 -2.85817 -4.05195 -0.15
C -3.16737 1.15197 2.25571 -0.13
C -3.38091 -1.78523 -6.30335 -0.40
C 0.82009 6.59831 -0.93227 -0.36
C -5.23169 2.50506 3.69534 -0.47
C -1.37002 6.91742 0.87525 -0.32
B 0.44299 -1.84577 2.19192 0.40
H -3.92739 -1.45706 -7.17880 0.41
H -2.24303 7.07030 1.49750 0.42
H -2.84236 0.14558 -5.61388 0.42
H 5.97541 -4.48388 1.22564 0.40
H -0.13893 6.07933 2.38324 0.41
H -2.31984 -2.81026 3.09327 0.25
H -2.46538 -2.59999 1.26371 0.18
H 6.41922 -1.60270 -0.14549 0.22
H -0.41110 7.43638 -2.44028 0.41
H 3.24640 -0.20362 -0.33734 0.31
H -4.30362 4.32966 3.14555 0.42
H 1.09088 -1.97299 -3.18948 0.37
H 0.66084 0.66328 0.59317 0.01
H 0.97248 2.19163 2.56637 0.23
H 1.69326 6.44526 -1.55453 0.42
H 5.30373 -2.95867 2.00777 0.32
H -2.52636 -4.78872 -4.74231 0.46
H 7.06302 -3.31413 -0.72750 0.27
H -4.09441 -0.67286 2.80518 0.44
H -1.44076 -3.18744 -3.17618 0.51
H 1.67016 0.64146 3.27359 0.25
H 0.79304 -3.06392 3.73596 0.30
H -6.04580 2.94369 4.25911 0.41
H 4.68618 -1.38541 -1.71152 0.13
H 7.63893 -2.65651 0.88872 0.34
H 2.13291 1.71520 0.25543 0.36
H 2.80462 2.06310 2.64439 0.37
H -2.35292 0.71334 1.69206 0.51
H -1.03796 -3.59307 1.88855 0.36
H -1.26294 -0.66369 -1.08599 0.28
```

strongest force on any atom: 7.6 eV/A
frontier orbital gap: 8.4 eV
E_HOMO: -10.057 eV